Version one
ORCA calculation (the ωB97M-V functional and the def2-TZVPD basis) on a 2-piece molecular cluster, C7H9NO overall.

Results
**2S+1**: 1
**HOMO energy**: -0.314 hartree
**Net charge**: 0
**Gap between HOMO and LUMO**: 0.3366 hartree
**E_LUMO**: 0.6 eV

Bonds (Å) are listed after each position.
CARTESIAN COORDINATES (ANGSTROEM)
1 O -0.936 0.821 -2.406  C5 1.164
2 N -2.811 0.367 1.439  C9 1.218, H10 1.091
3 C 0.478 0.848 -0.388  C5 1.312, C7 1.461, H12 1.063
4 C 2.423 -0.426 -1.159  C7 1.343, H15 1.059, H18 1.108
5 C -0.247 0.949 -1.477  O1 1.164, C3 1.312
6 C 2.244 0.398 1.264  C7 1.529, H11 1.158, H13 1.069, H14 1.129
7 C 1.735 0.140 -0.154  C3 1.461, C4 1.343, C6 1.529
8 C -3.337 -1.198 -0.383  C9 1.250, H16 1.075, H17 1.044
9 C -2.980 -0.379 0.492  N2 1.218, C8 1.250
10 H -1.938 1.014 1.529  N2 1.091
11 H 3.189 -0.165 1.626  C6 1.158
12 H 0.103 1.431 0.419  C3 1.063
13 H 2.577 1.382 1.513  C6 1.069
14 H 1.556 0.037 2.083  C6 1.129
15 H 1.778 -0.734 -1.941  C4 1.059
16 H -3.233 -2.253 -0.207  C8 1.075
17 H -3.855 -1.097 -1.284  C8 1.044
18 H 3.254 -1.134 -0.966  C4 1.108



Version two
ORCA calculation (the ωB97M-V functional and the def2-TZVPD basis) on one molecule with the formula C7H9NO.

Results
**2S+1**: 1
**HOMO energy**: -0.333 hartree
**Net charge**: 0
**Gap between HOMO and LUMO**: 0.3692 hartree
**E_LUMO**: 1.0 eV

Bonds (Å) are listed after each position.
CARTESIAN COORDINATES (ANGSTROEM)
1 O 0.889 -2.265 0.464  C9 1.210
2 N 0.316 -0.989 -1.362  C3 1.435, C4 1.455, C9 1.377
3 C 0.784 0.090 -2.184  N2 1.435, C4 1.498, H16 1.092, H17 1.082
4 C 0.014 0.366 -0.929  N2 1.455, C3 1.498, C6 1.481, H15 1.083
5 C -1.300 0.942 1.749  C7 1.480, C8 1.332, H10 1.092
6 C 0.697 0.958 0.244  C4 1.481, C7 1.336, H14 1.086
7 C 0.103 1.262 1.402  C5 1.480, C6 1.336, H18 1.085
8 C -1.839 -0.260 1.552  C5 1.332, H11 1.103, H13 1.086
9 C 1.056 -1.934 -0.687  O1 1.210, N2 1.377, H12 1.101
10 H -1.886 1.742 2.205  C5 1.092
11 H -2.896 -0.456 1.803  C8 1.103
12 H 1.783 -2.428 -1.351  C9 1.101
13 H -1.251 -1.097 1.185  C8 1.086
14 H 1.753 1.176 0.115  C6 1.086
15 H -1.040 0.603 -1.005  C4 1.083
16 H 0.296 0.202 -3.155  C3 1.092
17 H 1.845 0.301 -2.201  C3 1.082
18 H 0.678 1.789 2.156  C7 1.085



If you had to bet on the most stable structure above, which would it be? Bet on version two.